The following is a DFT calculation (the ωB97M-V functional and the def2-TZVPD basis) of a 5-piece molecular cluster, C26H48NO14 overall.

Properties
* spin multiplicity: 1
* net charge: +1
* highest occupied orbital energy: -11.83 eV
* orbital gap: 7.224 eV
* max |F|: 5.1 eV Å⁻¹

Last column: Löwdin charge in e.
Element x y z (Å)
O  -3.24003  -8.04924  -0.19094  0.102
O  -3.18681  -8.78445  1.98336  -0.006
O  0.44207  -1.41451  5.20718  0.114
O  3.09155  2.73951  -1.13715  -0.186
O  -1.30027  -8.18105  1.03375  0.024
O  1.16280  -4.29597  -2.00805  0.094
O  -2.53917  2.37320  -0.53484  0.085
O  -4.72126  1.76580  -0.92148  0.029
O  0.08640  0.37713  3.81633  -0.021
O  0.50411  -2.09610  -2.08928  0.007
O  -0.46524  -3.53476  -3.43668  -0.003
O  1.53843  -1.15339  3.20475  0.010
O  4.23530  5.25754  -2.36237  -0.114
O  -3.11822  0.51612  -1.75423  0.007
N  2.02458  7.28908  1.24100  0.040
C  -4.60810  -8.87566  1.94355  -0.052
C  -0.74357  -6.15427  -0.19200  -0.061
C  1.47041  -1.76335  -1.08355  -0.210
C  -0.29652  7.77993  -0.25402  -0.054
C  -5.05369  4.17291  -1.04618  -0.071
C  3.40282  4.36283  -3.17990  -0.139
C  1.95249  6.54518  -1.42777  0.082
C  -0.92826  0.81914  4.71357  -0.052
C  1.31387  -3.57430  3.10993  -0.064
C  -2.63490  -8.32053  0.83630  -0.549
C  0.46343  -3.40034  -2.45941  -0.538
C  1.25501  7.22944  -0.07156  -0.092
C  -3.37581  1.62126  -1.01404  -0.547
C  -0.55752  -7.65659  -0.07494  -0.208
C  -5.17625  2.91829  -0.19990  -0.216
C  -0.53334  -4.84554  -3.99092  -0.037
C  3.46819  5.93290  -1.30520  -0.069
C  2.22321  -2.39620  3.41071  -0.216
C  3.44952  6.77939  1.42673  0.023
C  0.67305  -0.78773  4.18307  -0.550
C  -1.73348  0.30848  -2.01755  -0.047
C  2.86653  -1.68641  -1.67533  -0.058
C  1.93969  3.48441  1.10325  -0.096
C  4.23913  6.08258  0.16972  0.079
C  2.02298  2.44795  -0.16681  -0.235
C  2.46743  3.31328  -2.33872  -0.183
H  1.42149  -2.47122  -0.24843  0.118
H  -0.49926  -5.66065  0.75419  0.078
H  -0.66930  -5.60234  -3.21138  0.086
H  3.19466  -2.66191  -2.04856  0.079
H  -0.85653  7.94875  0.77019  0.103
H  -0.24921  8.73173  -0.93180  0.105
H  -5.56600  4.04279  -2.00496  0.085
H  -1.79396  0.15331  4.64919  0.102
H  -5.04240  -7.87165  1.92781  0.099
H  1.43822  3.86716  -2.13530  0.125
H  2.63518  -2.44941  4.42478  0.127
H  0.88778  -3.48578  2.10531  0.065
H  1.27725  4.44436  0.89820  0.064
H  -1.39473  -4.88667  -4.66326  0.101
H  0.47134  -3.61478  3.80782  0.080
H  -0.55670  0.87184  5.74220  0.099
H  2.98436  3.81552  1.53683  0.076
H  -6.23137  2.74613  0.03838  0.127
H  4.14313  3.80786  -3.93346  0.161
H  4.01595  6.86450  2.44739  0.138
H  -0.88495  6.95747  -0.87681  0.108
H  1.86353  -4.51653  3.18142  0.086
H  -0.10743  -5.74512  -0.98128  0.044
H  1.19137  -0.78012  -0.68974  0.104
H  2.26154  1.36909  0.28480  0.136
H  -1.78298  -5.89893  -0.42220  0.082
H  2.73286  5.05715  -3.87680  0.141
H  3.58678  -1.34610  -0.92669  0.080
H  3.07083  -2.40909  2.71712  0.121
H  1.36115  6.47987  -2.45323  0.130
H  -5.48311  5.03403  -0.52742  0.080
H  -4.94708  -9.45711  1.07989  0.098
H  5.35224  5.66787  0.25351  0.139
H  2.88678  -0.99921  -2.52737  0.080
H  -4.00697  4.39742  -1.27538  0.066
H  1.56653  7.69650  2.10232  0.160
H  0.49801  -7.87478  0.11985  0.126
H  -4.64229  3.01648  0.75201  0.123
H  -0.82791  -8.17305  -1.00287  0.125
H  0.94559  2.37645  -0.62341  0.125
H  2.21808  2.41394  -3.06377  0.150
H  -1.23880  1.82239  4.40893  0.091
H  0.37090  -5.04814  -4.57249  0.104
H  -1.36941  1.07600  -2.70697  0.099
H  -4.94230  -9.38402  2.85219  0.095
H  1.40353  2.89141  1.98727  0.093
H  -1.62044  -0.66867  -2.49517  0.089
H  -1.14653  0.30925  -1.09322  0.087